A molecular structure, C8H20AsGeNReS4Se2Te at a distorted geometry. Source: OMol25; level of theory: wB97M-V/def2-TZVPD.

## Properties
Maximum force = 3.16 eV/A
Energy relative to the best compared isomer or geometry (same formula, charge and spin) = 0.952 eV
E_LUMO = -12.409 eV

```
! wB97M-V def2-TZVPD RIJCOSX def2/J DEFGRID3
* xyz 3 1
H 3.190 -1.410 -2.378
S 2.035 -5.348 3.215
Se -0.048 -0.942 -0.382
H -0.840 -0.834 -4.366
H 0.167 2.264 -4.177
H 1.485 0.923 -0.891
C -1.611 0.266 5.235
S 0.848 -1.414 3.771
As 1.257 -4.155 1.540
H -0.836 1.033 5.257
C 1.206 1.953 -4.109
H 0.566 -1.530 -5.146
S 0.065 -4.717 3.316
H -0.170 1.296 -1.453
H 3.661 -0.801 -3.955
H -3.838 1.822 3.476
H -2.458 -1.638 -0.333
H 1.630 1.948 -5.109
C 0.606 0.535 -1.401
H -2.519 0.638 5.715
C -2.911 1.788 2.900
Ge 1.347 0.108 -3.367
H -3.138 1.963 1.851
H -2.208 2.527 3.283
H 3.789 0.248 -2.555
H 0.077 -2.135 -3.571
Re 0.307 -0.103 1.975
C 3.186 -0.530 -3.016
H 1.764 2.661 -3.502
S 1.962 -1.897 2.178
C 0.151 -1.239 -4.184
Te -2.102 -0.173 3.198
H -1.282 -0.640 5.739
N 0.210 1.710 1.617
Se 0.426 4.596 1.434
C 0.292 2.918 1.523
H -2.321 0.134 -0.558
H -2.025 -0.987 -1.922
C -1.923 -0.839 -0.846
*
```

7 unconnected molecules or ions with the total composition C21H44N4O11 at a distorted geometry. Source: OMol25; level of theory: wB97M-V/def2-TZVPD.

## Properties
SMILES = C[C@H]1COC(=O)O1.C[C@H]1COC(=O)O1.CN(C)C=O.CN(C)C=O.CN(C)C=O.CN(C)C=O.CO
Maximum force = 3.39 eV/A
Energy relative to the best compared isomer or geometry (same formula, charge and spin) = 0.000 eV
E_LUMO = 0.137 eV

```
! wB97M-V def2-TZVPD RIJCOSX def2/J DEFGRID3
* xyz 0 1
H -6.650 -9.430 10.753
H 2.420 -10.238 11.282
C -4.253 -7.957 8.686
H -6.338 -11.346 12.961
C 4.086 -12.530 12.915
O -1.977 -12.624 14.639
N -3.467 -14.307 14.106
O 3.907 -13.521 12.160
O -2.882 -6.259 9.805
H -4.972 -14.847 12.832
H -4.499 -13.509 9.317
H -7.553 -10.120 12.925
H -3.226 -14.455 8.666
H -2.543 -12.032 10.249
O -2.187 -5.446 11.765
C -4.654 -14.926 6.539
H -4.652 -13.674 15.814
H -3.566 -14.799 6.419
H 2.654 -11.856 10.829
C 1.916 -16.122 13.353
C -2.549 -13.355 13.790
H 4.346 -10.334 14.349
H 1.468 -11.477 12.154
C -0.541 -16.191 13.815
C -5.169 -6.071 10.219
H 2.649 -10.608 14.364
C -1.932 -11.340 10.828
O -0.756 -14.623 11.421
H -2.174 -10.364 10.408
H -5.844 -6.911 10.381
C -6.529 -15.038 8.107
H 1.238 -14.816 11.295
N 3.489 -11.337 12.705
H -4.980 -10.706 9.746
H -3.582 -15.286 12.149
C -3.980 -14.474 15.503
O -3.984 -7.940 13.406
H 4.782 -12.492 13.768
H -6.891 -14.172 8.663
C -4.004 -15.234 13.152
H 3.480 -9.298 13.315
H -7.118 -15.209 7.206
C 2.433 -11.243 11.703
H -0.487 -17.279 13.852
H -3.545 -8.026 7.860
C -6.480 -10.275 12.810
H -4.509 -11.550 11.194
H -3.180 -14.448 16.243
O -4.926 -8.925 11.624
N 0.547 -15.729 13.031
H -2.366 -13.300 12.706
H -4.424 -15.461 15.634
H 2.092 -17.155 13.052
O -5.415 -15.014 5.581
C 3.467 -10.315 13.706
C -4.842 -8.632 12.932
H -0.431 -15.883 14.855
H -4.228 -16.211 13.580
H -5.963 -11.968 10.299
O -4.394 -5.510 11.234
O -0.543 -11.483 10.772
O -5.707 -9.424 13.636
H -6.571 -15.927 8.736
C -3.064 -5.611 10.986
H -4.438 -15.167 9.804
H -5.291 -8.179 8.438
H 2.712 -15.501 12.941
C -5.943 -9.922 11.421
C -4.277 -14.511 8.949
N -5.124 -14.884 7.807
H -1.502 -15.910 13.382
H -2.198 -11.339 11.885
C -5.369 -11.133 10.670
C 0.316 -15.062 11.845
H -3.995 -8.743 9.395
H -4.323 -5.945 8.341
C -4.133 -6.568 9.215
H -5.839 -5.293 9.852
H -0.364 -12.355 11.131
H 2.015 -16.000 14.432
*
```

2 unconnected molecules or ions with the total composition C6H9NO3 at a distorted geometry. Source: OMol25; level of theory: wB97M-V/def2-TZVPD.

## Properties
SMILES = O=C1OC[C@H]2C=CCN12.O
Maximum force = 4.33 eV/A
Energy relative to the best compared isomer or geometry (same formula, charge and spin) = 0.855 eV
E_LUMO = 0.603 eV

```
! wB97M-V def2-TZVPD RIJCOSX def2/J DEFGRID3
* xyz 0 1
H -1.205 0.028 -0.620
H -1.193 -0.433 0.755
O -1.883 0.027 0.162
H 1.618 0.592 -1.185
H 1.481 -1.846 0.951
H 2.286 3.068 0.111
C 0.392 1.226 1.703
H 4.135 0.967 -0.180
C 3.190 -0.514 1.090
C 1.426 2.397 0.007
N 0.996 0.223 0.821
O 0.671 2.445 1.221
O 0.015 1.063 2.840
H 0.779 2.731 -0.812
C 1.765 -0.888 1.412
H 4.043 -1.072 1.473
C 3.238 0.507 0.233
H 1.553 -0.961 2.486
C 1.844 0.927 -0.161
*
```